Record 1
{
  "formula": "C44H66O33",
  "method": "wB97M-V/def2-TZVPD",
  "e_tot_ev": -114270.1471,
  "smiles": "C[C@H]1COC(=O)O1.C[C@H]1COC(=O)O1.C[C@H]1COC(=O)O1.C[C@H]1COC(=O)O1.C[C@H]1COC(=O)O1.C[C@H]1COC(=O)O1.C[C@H]1COC(=O)O1.C[C@H]1COC(=O)O1.C[C@H]1COC(=O)O1.C[C@H]1COC(=O)O1.C[C@H]1COC(=O)O1",
  "multiplicity": 1,
  "total_charge": 0,
  "gap_ev": 10.35,
  "molar_mass_da": 1123.0,
  "elements": ["C", "C", "C", "O", "C", "O", "O", "H", "H", "H", "H", "H", "H", "C", "C", "C", "O", "C", "O", "O", "H", "H", "H", "H", "H", "H", "C", "C", "C", "O", "C", "O", "O", "H", "H", "H", "H", "H", "H", "C", "C", "C", "O", "C", "O", "O", "H", "H", "H", "H", "H", "H", "C", "C", "C", "O", "C", "O", "O", "H", "H", "H", "H", "H", "H", "C", "C", "C", "O", "C", "O", "O", "H", "H", "H", "H", "H", "H", "C", "C", "C", "O", "C", "O", "O", "H", "H", "H", "H", "H", "H", "C", "C", "C", "O", "C", "O", "O", "H", "H", "H", "H", "H", "H", "C", "C", "C", "O", "C", "O", "O", "H", "H", "H", "H", "H", "H", "C", "C", "C", "O", "C", "O", "O", "H", "H", "H", "H", "H", "H", "C", "C", "C", "O", "C", "O", "O", "H", "H", "H", "H", "H", "H"],
  "coordinates": [[-2.912, 2.842, 5.669], [-3.066, 4.274, 5.191], [-4.497, 4.802, 5.086], [-4.496, 5.990, 5.861], [-3.330, 6.128, 6.522], [-3.076, 7.000, 7.285], [-2.485, 5.124, 6.207], [-3.457, 2.681, 6.600], [-1.864, 2.691, 5.943], [-3.148, 2.131, 4.878], [-2.459, 4.410, 4.295], [-5.240, 4.094, 5.454], [-4.751, 5.030, 4.050], [1.986, -4.163, 1.104], [1.944, -3.849, -0.363], [3.239, -3.232, -0.918], [3.692, -4.199, -1.861], [2.790, -5.199, -2.022], [2.924, -6.137, -2.732], [1.799, -5.075, -1.100], [2.907, -4.702, 1.338], [1.124, -4.712, 1.476], [2.025, -3.239, 1.688], [1.085, -3.237, -0.645], [3.967, -3.143, -0.110], [3.081, -2.256, -1.370], [1.826, 1.192, -3.086], [3.303, 0.848, -3.127], [3.765, 0.062, -4.370], [4.936, 0.774, -4.800], [5.019, 1.959, -4.163], [5.856, 2.779, -4.353], [4.011, 2.079, -3.270], [1.651, 1.883, -2.263], [1.226, 0.292, -2.944], [1.504, 1.614, -4.039], [3.542, 0.304, -2.210], [3.025, 0.158, -5.166], [4.033, -0.963, -4.148], [4.505, 3.202, 1.373], [5.150, 4.395, 0.713], [5.055, 4.431, -0.832], [4.480, 5.688, -1.128], [4.043, 6.281, 0.013], [3.402, 7.277, 0.041], [4.431, 5.578, 1.096], [4.123, 3.417, 2.371], [5.207, 2.374, 1.519], [3.680, 2.777, 0.794], [6.201, 4.460, 1.000], [4.428, 3.596, -1.149], [6.029, 4.331, -1.303], [6.155, -4.154, 3.411], [5.721, -2.754, 3.794], [6.801, -1.680, 3.616], [6.145, -0.641, 2.898], [4.924, -1.047, 2.501], [4.175, -0.393, 1.851], [4.710, -2.332, 2.859], [5.347, -4.862, 3.599], [6.997, -4.486, 4.017], [6.381, -4.176, 2.346], [5.287, -2.765, 4.795], [7.658, -2.048, 3.051], [7.183, -1.329, 4.573], [0.794, -0.626, 0.356], [0.226, 0.762, 0.287], [-0.896, 0.831, -0.762], [-2.053, 1.167, -0.014], [-1.769, 1.259, 1.300], [-2.543, 1.487, 2.175], [-0.468, 0.981, 1.528], [1.200, -0.952, -0.610], [0.017, -1.359, 0.589], [1.604, -0.769, 1.072], [1.007, 1.507, 0.143], [-0.985, -0.134, -1.260], [-0.659, 1.570, -1.525], [-7.027, 1.604, 1.480], [-5.977, 2.680, 1.590], [-5.210, 2.921, 0.302], [-5.207, 4.342, 0.130], [-6.060, 4.898, 1.014], [-6.306, 6.056, 1.086], [-6.618, 3.951, 1.810], [-7.632, 1.794, 0.592], [-7.688, 1.595, 2.347], [-6.584, 0.612, 1.395], [-5.314, 2.472, 2.434], [-5.707, 2.482, -0.567], [-4.208, 2.499, 0.283], [-0.307, -0.458, 6.254], [-0.424, -0.355, 4.755], [0.754, -0.992, 3.969], [0.179, -1.994, 3.152], [-1.160, -2.058, 3.382], [-1.929, -2.726, 2.769], [-1.513, -1.228, 4.364], [0.197, 0.395, 6.709], [0.212, -1.372, 6.552], [-1.290, -0.544, 6.718], [-0.699, 0.630, 4.382], [1.460, -1.428, 4.679], [1.303, -0.245, 3.397], [0.547, -0.012, -7.259], [-0.908, 0.194, -6.901], [-1.647, -1.144, -6.651], [-2.028, -1.102, -5.289], [-1.654, 0.069, -4.735], [-1.843, 0.376, -3.603], [-0.962, 0.815, -5.611], [1.059, 0.935, -7.431], [0.655, -0.616, -8.164], [1.075, -0.538, -6.460], [-1.404, 0.790, -7.664], [-0.983, -1.995, -6.826], [-2.483, -1.308, -7.331], [-1.001, -5.650, -3.587], [-0.888, -4.165, -3.779], [-1.363, -3.244, -2.658], [-0.298, -2.296, -2.514], [0.715, -2.594, -3.360], [1.723, -1.966, -3.435], [0.489, -3.769, -3.946], [-0.491, -6.005, -2.694], [-0.663, -6.146, -4.497], [-2.057, -5.937, -3.533], [-1.381, -3.881, -4.715], [-1.466, -3.727, -1.683], [-2.298, -2.738, -2.891], [-3.853, -1.882, -0.169], [-4.316, -1.156, -1.407], [-5.167, -2.017, -2.356], [-6.176, -1.128, -2.802], [-6.229, -0.051, -1.979], [-7.028, 0.820, -2.057], [-5.202, -0.078, -1.099], [-3.113, -2.635, -0.445], [-4.684, -2.430, 0.284], [-3.452, -1.215, 0.591], [-3.475, -0.743, -1.973], [-5.603, -2.878, -1.843], [-4.564, -2.383, -3.186]],
  "mulliken_charge": [-1.330, 0.588, -0.054, -0.375, 0.575, -0.531, -0.419, 0.376, 0.284, 0.366, 0.185, 0.280, 0.068, -1.440, 2.131, 0.478, -0.437, 0.570, -0.542, -0.527, 0.390, 0.409, 0.107, -0.892, 0.191, -0.383, -0.911, 0.819, 0.173, -0.431, 0.524, -0.544, -0.419, 0.226, -0.124, 0.457, -0.232, -0.037, 0.324, -0.864, 0.593, 0.052, -0.368, 0.605, -0.529, -0.407, 0.436, 0.345, -0.194, 0.256, -0.210, 0.309, -1.479, 0.417, -0.531, -0.379, 0.406, -0.212, -0.217, 0.355, 0.403, 0.368, 0.249, 0.317, 0.321, 0.199, 0.572, 1.109, -0.385, 0.406, -0.464, -0.226, -0.392, 0.228, 0.029, -0.476, -1.102, 0.335, -1.463, 0.981, 0.903, -0.386, 0.577, -0.561, -0.454, 0.369, 0.431, 0.240, -0.154, 0.087, -0.497, -1.776, 1.019, -0.288, -0.083, 0.447, -0.585, -0.376, 0.375, 0.480, 0.362, 0.043, 0.423, 0.083, -1.226, 0.410, -0.609, -0.249, 0.584, -0.369, -0.391, 0.388, 0.428, 0.104, 0.321, 0.306, 0.318, -1.686, 0.741, 0.580, 0.473, 0.025, -0.487, -0.449, 0.360, 0.401, 0.394, 0.207, 0.310, -0.892, -1.125, 1.631, -0.120, -0.404, 0.359, -0.511, -0.065, 0.113, 0.587, 0.029, -0.945, 0.264, 0.230]
}

=====

Record 2
{
  "formula": "C44H66O33",
  "method": "wB97M-V/def2-TZVPD",
  "e_tot_ev": -114262.3403,
  "smiles": "C[C@H]1COC(=O)O1.C[C@H]1COC(=O)O1.C[C@H]1COC(=O)O1.C[C@H]1COC(=O)O1.C[C@H]1COC(=O)O1.C[C@H]1COC(=O)O1.C[C@H]1COC(=O)O1.C[C@H]1COC(=O)O1.C[C@H]1COC(=O)O1.C[C@H]1COC(=O)O1.C[C@H]1COC(=O)O1",
  "multiplicity": 1,
  "total_charge": 0,
  "gap_ev": 9.98,
  "molar_mass_da": 1123.0,
  "elements": ["C", "C", "C", "O", "C", "O", "O", "H", "H", "H", "H", "H", "H", "C", "C", "C", "O", "C", "O", "O", "H", "H", "H", "H", "H", "H", "C", "C", "C", "O", "C", "O", "O", "H", "H", "H", "H", "H", "H", "C", "C", "C", "O", "C", "O", "O", "H", "H", "H", "H", "H", "H", "C", "C", "C", "O", "C", "O", "O", "H", "H", "H", "H", "H", "H", "C", "C", "C", "O", "C", "O", "O", "H", "H", "H", "H", "H", "H", "C", "C", "C", "O", "C", "O", "O", "H", "H", "H", "H", "H", "H", "C", "C", "C", "O", "C", "O", "O", "H", "H", "H", "H", "H", "H", "C", "C", "C", "O", "C", "O", "O", "H", "H", "H", "H", "H", "H", "C", "C", "C", "O", "C", "O", "O", "H", "H", "H", "H", "H", "H", "C", "C", "C", "O", "C", "O", "O", "H", "H", "H", "H", "H", "H"],
  "coordinates": [[-4.924, 5.856, -3.032], [-4.688, 7.264, -2.475], [-3.967, 8.030, -3.568], [-4.704, 9.159, -3.833], [-5.842, 9.116, -3.111], [-6.669, 9.983, -2.925], [-5.912, 7.914, -2.484], [-5.835, 5.403, -2.640], [-4.095, 5.172, -2.851], [-5.310, 5.893, -4.051], [-4.336, 7.384, -1.451], [-3.794, 7.451, -4.475], [-3.009, 8.393, -3.196], [-4.783, 4.737, 6.729], [-4.235, 6.173, 6.741], [-2.720, 6.254, 6.956], [-2.276, 7.050, 5.920], [-3.180, 7.201, 4.977], [-3.001, 7.724, 3.898], [-4.329, 6.838, 5.533], [-4.644, 4.345, 7.737], [-4.218, 4.142, 6.011], [-5.809, 4.623, 6.378], [-4.595, 7.008, 7.343], [-2.253, 5.271, 6.905], [-2.613, 6.679, 7.954], [-3.791, -5.274, -6.058], [-3.966, -6.237, -4.868], [-3.488, -5.521, -3.541], [-4.480, -5.792, -2.588], [-5.562, -6.166, -3.189], [-6.679, -6.376, -2.615], [-5.388, -6.277, -4.510], [-3.957, -4.231, -5.786], [-4.455, -5.544, -6.879], [-2.772, -5.297, -6.445], [-3.621, -7.255, -5.050], [-3.243, -4.474, -3.722], [-2.560, -5.972, -3.189], [4.686, -0.286, 9.059], [4.836, 0.664, 7.914], [3.735, 1.718, 7.995], [4.400, 2.973, 7.910], [5.739, 2.768, 7.894], [6.534, 3.606, 7.588], [5.983, 1.501, 8.261], [3.811, -0.935, 9.021], [4.530, 0.297, 9.966], [5.534, -0.915, 9.330], [4.985, 0.138, 6.971], [3.066, 1.673, 8.854], [2.983, 1.567, 7.220], [4.795, -10.017, -1.017], [4.836, -8.816, -1.948], [5.149, -9.181, -3.396], [4.444, -8.205, -4.163], [3.424, -7.780, -3.401], [2.493, -7.067, -3.814], [3.483, -8.343, -2.160], [4.430, -9.630, -0.065], [5.788, -10.349, -0.714], [4.236, -10.838, -1.464], [5.483, -7.972, -1.706], [4.741, -10.159, -3.648], [6.215, -9.092, -3.607], [0.369, -0.838, -1.486], [-0.499, 0.326, -1.059], [-2.003, 0.047, -0.655], [-2.133, 0.694, 0.572], [-0.940, 0.990, 1.176], [-0.775, 1.440, 2.304], [-0.021, 0.619, 0.283], [0.413, -1.512, -0.631], [1.409, -0.520, -1.566], [0.024, -1.325, -2.398], [-0.410, 1.188, -1.720], [-2.291, -0.994, -0.506], [-2.665, 0.434, -1.429], [-2.354, -5.325, 4.256], [-1.795, -3.905, 4.458], [-1.294, -3.509, 5.831], [0.086, -3.680, 5.755], [0.460, -3.721, 4.454], [1.567, -3.629, 4.076], [-0.608, -3.841, 3.674], [-1.731, -6.180, 4.517], [-2.605, -5.376, 3.197], [-3.254, -5.609, 4.802], [-2.422, -3.160, 3.969], [-1.573, -4.242, 6.588], [-1.622, -2.508, 6.111], [4.946, -2.703, -7.413], [4.093, -3.306, -8.464], [2.667, -2.817, -8.445], [2.336, -2.650, -9.780], [3.505, -2.722, -10.489], [3.677, -2.392, -11.683], [4.498, -3.112, -9.748], [4.473, -2.907, -6.453], [5.099, -1.624, -7.434], [5.936, -3.161, -7.399], [3.975, -4.366, -8.239], [2.473, -1.919, -7.859], [2.167, -3.646, -7.945], [8.190, -0.196, 2.006], [8.507, -0.758, 0.639], [7.378, -1.308, -0.216], [7.040, -0.379, -1.186], [7.877, 0.625, -1.119], [7.940, 1.597, -1.838], [8.838, 0.310, -0.169], [8.498, -1.020, 2.649], [7.153, 0.093, 2.178], [8.956, 0.530, 2.277], [9.331, -1.464, 0.742], [6.445, -1.459, 0.326], [7.770, -2.193, -0.718], [-8.768, 2.043, 0.757], [-9.078, 1.244, -0.535], [-9.788, -0.065, -0.400], [-10.928, 0.015, -1.246], [-11.021, 1.191, -1.781], [-11.801, 1.436, -2.687], [-10.084, 1.982, -1.300], [-9.693, 2.069, 1.333], [-8.446, 3.013, 0.380], [-8.061, 1.562, 1.433], [-8.204, 1.133, -1.176], [-10.177, -0.125, 0.616], [-9.145, -0.882, -0.727], [4.000, 5.529, 0.784], [3.203, 5.922, -0.490], [2.297, 7.148, -0.339], [2.618, 7.952, -1.459], [3.760, 7.546, -1.985], [4.465, 8.102, -2.884], [4.127, 6.358, -1.484], [4.796, 4.797, 0.647], [3.331, 5.148, 1.556], [4.405, 6.405, 1.290], [2.533, 5.159, -0.887], [2.641, 7.670, 0.554], [1.287, 6.766, -0.189]],
  "mulliken_charge": [-1.457, 0.456, -0.499, -0.330, 0.687, -0.540, -0.366, 0.346, 0.342, 0.390, 0.390, 0.308, 0.274, -1.265, 0.257, -0.444, -0.316, 0.725, -0.569, -0.371, 0.343, 0.304, 0.357, 0.372, 0.290, 0.315, -1.357, 0.446, -0.500, -0.280, 0.697, -0.627, -0.340, 0.353, 0.333, 0.377, 0.323, 0.291, 0.285, -1.503, 0.578, -0.496, -0.344, 0.688, -0.530, -0.354, 0.362, 0.385, 0.339, 0.282, 0.300, 0.293, -1.304, 0.375, -0.544, -0.283, 0.679, -0.606, -0.325, 0.344, 0.392, 0.328, 0.330, 0.307, 0.305, -1.296, 0.384, -0.369, -0.353, 0.731, -0.591, -0.380, 0.330, 0.340, 0.353, 0.300, 0.246, 0.307, -1.358, 0.389, -0.323, -0.344, 0.650, -0.523, -0.368, 0.337, 0.335, 0.386, 0.278, 0.271, 0.268, -1.459, 0.555, -0.401, -0.309, 0.638, -0.587, -0.316, 0.386, 0.351, 0.352, 0.202, 0.286, 0.303, -1.338, 0.462, -0.499, -0.309, 0.646, -0.547, -0.381, 0.380, 0.324, 0.335, 0.361, 0.295, 0.271, -1.310, 0.351, -0.415, -0.325, 0.705, -0.588, -0.332, 0.351, 0.328, 0.368, 0.291, 0.294, 0.283, -1.315, 0.366, -0.457, -0.304, 0.654, -0.601, -0.309, 0.330, 0.386, 0.339, 0.277, 0.281, 0.353]
}